ORCA calculation (the ωB97M-V functional and the def2-TZVPD basis) on C23H13I2MnN7OS2 as an isolated structure in a non-equilibrium geometry.

Properties
* DFT total energy: -3885.51808 Ha
* expectation value of S²: 0.811
* charge: 0
* spin multiplicity: 2

Each line ends with the natural charge from an NBO analysis.
Cartesian coordinates (Å):
Mn (-0.7184, -0.5210, 0.0233)  0.745
I (5.9739, -4.2114, -0.2282)  0.143
C (4.0982, -3.2994, -0.5397)  -0.159
C (3.1847, -3.8880, -1.3974)  -0.267
C (1.9612, -3.2843, -1.5742)  -0.189
I (0.6016, -4.0560, -2.9799)  0.164
C (1.5694, -2.1169, -0.8724)  0.369
O (0.3628, -1.6751, -0.9928)  -0.660
C (2.5701, -1.4980, -0.0742)  -0.130
C (2.3154, -0.1363, 0.5209)  -0.228
N (1.0109, -0.0506, 1.1894)  -0.585
C (0.7859, 1.2269, 1.8698)  -0.263
C (-0.6856, 1.4342, 2.1354)  0.235
C (-1.1161, 2.3188, 3.1134)  -0.232
C (-2.4749, 2.5185, 3.2966)  -0.121
C (-3.3578, 1.8466, 2.4648)  -0.239
C (-2.8553, 0.9717, 1.5193)  0.088
N (-1.5469, 0.7518, 1.3610)  -0.435
C (3.8039, -2.0997, 0.0872)  -0.219
H (3.4318, -4.7942, -1.9284)  0.245
H (2.3184, 0.6046, -0.2896)  0.226
H (3.1231, 0.1065, 1.2257)  0.203
H (0.9867, -0.7915, 1.9023)  0.403
H (1.1267, 2.0364, 1.2123)  0.239
H (1.3520, 1.2917, 2.8091)  0.216
H (-0.3938, 2.8496, 3.7144)  0.232
H (-2.8312, 3.1898, 4.0624)  0.233
H (-4.4218, 2.0007, 2.5296)  0.240
H (-3.5163, 0.4398, 0.8451)  0.230
H (4.5531, -1.6177, 0.6960)  0.221
S (-1.0189, -2.2642, 1.5759)  0.045
C (-1.5222, -3.4445, 0.4113)  -0.163
C (-1.1490, -4.7707, 0.5802)  -0.163
C (-1.5234, -5.7229, -0.3579)  -0.126
C (-0.9794, -7.0241, -0.2866)  0.256
N (-0.4731, -8.0509, -0.2307)  -0.255
C (-2.3733, -5.3545, -1.4214)  -0.081
C (-2.7675, -4.0314, -1.5741)  -0.151
C (-2.2937, -3.0564, -0.7036)  -0.188
S (-2.5891, -1.3698, -1.0341)  0.214
C (-2.7462, -6.3122, -2.3900)  0.255
N (-3.0391, -7.0770, -3.1906)  -0.263
H (-0.5340, -5.0452, 1.4231)  0.245
H (-3.3812, -3.7474, -2.4147)  0.245
N (-0.5908, 0.9571, -1.0766)  -0.663
C (-0.7889, 1.8673, -1.8045)  0.683
N (-1.0047, 2.9317, -2.3827)  -0.621
C (-0.9159, 3.4635, -3.5494)  0.426
N (-0.8659, 4.0245, -4.5537)  -0.402



ORCA calculation (the ωB97M-V functional and the def2-TZVPD basis) on C23H13N6O4OsS3 as an isolated structure.

Properties
* DFT total energy: -2798.71475 Ha
* energy relative to the best compared isomer or geometry (same formula, charge and spin): 3.0 kcal per mole
* charge: +1
* spin multiplicity: 1

Each line ends with the natural charge from an NBO analysis.
Cartesian coordinates (Å):
Os (0.4195, -0.5516, -0.4915)  0.659
S (-0.5211, 1.2614, -1.2256)  0.528
C (-0.2036, 1.3324, -2.8874)  -0.338
C (-0.8291, 2.3678, -3.6428)  0.210
N (-1.3336, 3.2012, -4.2508)  -0.182
C (0.7591, 0.4868, -3.4229)  -0.260
S (1.6201, -0.5657, -2.4295)  0.316
C (1.1372, 0.5851, -4.7982)  0.207
N (1.4426, 0.6592, -5.9025)  -0.174
N (-0.7882, -0.3213, 3.5795)  -0.556
C (-1.9783, -1.0596, 3.8303)  0.083
C (-2.2770, -1.4747, 5.1142)  -0.212
C (-3.4327, -2.2114, 5.3413)  -0.170
C (-4.2566, -2.5572, 4.2835)  -0.180
C (-3.9354, -2.1629, 2.9905)  -0.213
C (-2.8076, -1.3912, 2.7700)  -0.157
S (-2.4752, -0.7735, 1.1491)  0.529
N (-0.7781, -0.5685, 1.2549)  -0.678
C (-0.1912, -0.2797, 2.3748)  0.443
C (1.2153, 0.1502, 2.2483)  0.149
C (2.0421, 0.4526, 3.3160)  -0.202
C (3.3255, 0.9123, 3.0721)  -0.115
C (3.7514, 1.0539, 1.7619)  -0.216
C (2.8903, 0.7092, 0.7392)  0.086
N (1.6465, 0.2597, 0.9703)  -0.423
H (-0.2730, -0.0096, 4.3849)  0.419
H (-1.6136, -1.2279, 5.9346)  0.224
H (-3.6761, -2.5271, 6.3457)  0.238
H (-5.1477, -3.1436, 4.4563)  0.239
H (-4.5702, -2.4442, 2.1597)  0.242
H (1.7107, 0.3310, 4.3372)  0.234
H (3.9804, 1.1601, 3.8958)  0.251
H (4.7386, 1.4218, 1.5235)  0.258
H (3.1771, 0.7887, -0.2990)  0.236
O (-2.0106, -3.7459, -0.9969)  -0.541
C (-1.0743, -3.0363, -0.7581)  0.761
O (-0.7850, -1.9139, -1.3927)  -0.693
C (-0.1099, -3.3332, 0.3674)  -0.111
C (1.2274, -2.9432, 0.2752)  -0.248
C (2.0821, -3.0561, 1.3729)  -0.195
C (1.5950, -3.5446, 2.5708)  -0.198
C (0.2668, -3.9488, 2.6247)  0.063
C (-0.5916, -3.8814, 1.5487)  -0.177
N (-0.2565, -4.4646, 3.9129)  0.524
O (0.5415, -4.6102, 4.8141)  -0.356
O (-1.4398, -4.7085, 3.9679)  -0.342
H (1.6474, -2.6819, -0.6971)  0.249
H (3.1271, -2.7893, 1.2814)  0.236
H (2.2213, -3.6552, 3.4439)  0.266
H (-1.6214, -4.2008, 1.6270)  0.287



ORCA calculation (the ωB97M-V functional and the def2-TZVPD basis) on C23H14BF9HfN3S2 as an isolated structure in a non-equilibrium geometry.

Properties
* DFT total energy: -2817.37800 Ha
* energy relative to the best compared isomer or geometry (same formula, charge and spin): 0.8 kcal per mole
* charge: +1
* spin multiplicity: 1

Each line ends with the natural charge from an NBO analysis.
Cartesian coordinates (Å):
Hf (0.4289, -0.1456, -0.1797)  2.043
F (-0.7794, 1.9753, 6.5399)  -0.266
C (-0.9406, 1.3656, 5.3758)  0.284
C (-0.2995, 1.8433, 4.2458)  0.283
F (0.4808, 2.9183, 4.3086)  -0.276
C (-0.4835, 1.1738, 3.0592)  0.310
F (0.1355, 1.6356, 1.9499)  -0.301
C (-1.2695, 0.0516, 2.9230)  -0.268
S (-1.4745, -0.7681, 1.3771)  -0.219
C (-1.9060, -0.4019, 4.0691)  0.328
F (-2.6899, -1.4744, 4.0182)  -0.280
C (-1.7455, 0.2441, 5.2832)  0.321
F (-2.3612, -0.2102, 6.3670)  -0.276
C (-0.9297, 2.8130, -0.8648)  -0.650
C (0.5609, 2.9148, -0.7475)  0.347
C (1.1999, 4.1217, -1.0597)  -0.276
C (2.5530, 4.2177, -0.9336)  -0.036
C (3.3061, 3.1338, -0.4323)  -0.115
C (4.6988, 3.2108, -0.2216)  -0.163
C (5.3642, 2.1430, 0.3067)  -0.182
C (4.6631, 0.9781, 0.6682)  -0.171
C (3.3076, 0.8699, 0.4809)  -0.171
S (2.4556, -0.5594, 1.1128)  -0.216
C (2.6160, 1.9506, -0.1181)  0.239
N (1.2556, 1.8549, -0.3402)  -0.686
H (-1.3865, 3.6974, -0.4211)  0.259
H (-1.3469, 1.9499, -0.3454)  0.217
H (-1.2303, 2.7696, -1.9119)  0.264
H (0.6058, 4.9573, -1.4052)  0.244
H (3.0653, 5.1378, -1.1899)  0.237
H (5.2204, 4.1257, -0.4761)  0.232
H (6.4319, 2.1929, 0.4729)  0.238
H (5.1917, 0.1526, 1.1284)  0.239
N (-1.4337, -3.5801, -2.1435)  -0.484
C (-1.2840, -2.3100, -1.7696)  0.297
N (-0.2485, -2.1433, -0.9653)  -0.678
C (0.3281, -3.4235, -0.8156)  0.157
C (1.4319, -3.8587, -0.0858)  -0.215
C (1.7384, -5.2014, -0.1414)  -0.193
C (0.9753, -6.1037, -0.8980)  -0.180
C (-0.1200, -5.6854, -1.6218)  -0.219
C (-0.4212, -4.3306, -1.5577)  0.095
H (-2.1569, -3.9216, -2.7546)  0.443
H (-1.9458, -1.5250, -2.0969)  0.238
H (2.0361, -3.1759, 0.4917)  0.235
H (2.5907, -5.5719, 0.4122)  0.232
H (1.2539, -7.1488, -0.9141)  0.234
H (-0.7145, -6.3745, -2.2073)  0.236
F (-0.3497, 0.3190, -2.1600)  -0.578
B (0.9440, 0.1165, -3.0091)  1.384
F (1.7392, -0.5348, -1.9667)  -0.532
F (0.6596, -0.7004, -4.0278)  -0.496
F (1.4251, 1.3520, -3.2657)  -0.506



ORCA calculation (the ωB97M-V functional and the def2-TZVPD basis) on C23H14Cl2N6O4PdSe as an isolated structure in a non-equilibrium geometry.

Properties
* DFT total energy: -4963.90857 Ha
* expectation value of S²: 6.040
* charge: 0
* spin multiplicity: 5

Each line ends with the natural charge from an NBO analysis.
Cartesian coordinates (Å):
Pd (-0.6304, 0.4025, -0.2441)  1.014
Cl (-0.5827, -5.4874, 3.5578)  0.049
C (-1.0039, -3.9530, 2.9134)  -0.056
C (-0.2349, -3.4098, 1.9097)  -0.267
C (-0.5612, -2.1592, 1.3620)  0.178
N (0.1463, -1.5150, 0.4391)  -0.602
C (1.0813, -2.0496, -0.4011)  0.657
O (2.1646, -2.5151, -0.1304)  -0.544
C (0.4694, -2.0302, -1.7791)  0.104
C (0.6519, -3.1257, -2.6164)  -0.216
C (-0.1286, -3.2347, -3.7558)  -0.152
C (-1.0541, -2.2360, -4.0111)  -0.238
C (-1.1541, -1.1603, -3.1376)  0.062
N (-0.4151, -1.0571, -2.0406)  -0.442
C (-1.7761, -1.5060, 1.7844)  0.261
C (-2.4928, -2.0491, 2.8679)  -0.288
C (-2.1155, -3.2481, 3.4216)  -0.047
Cl (-3.0343, -3.9036, 4.7188)  0.043
N (-2.1872, -0.4548, 1.0891)  -0.586
C (-2.9304, 0.5857, 1.5809)  0.663
O (-4.1216, 0.7571, 1.5084)  -0.514
C (-1.9785, 1.5681, 2.2389)  0.122
C (-2.3791, 2.3749, 3.2923)  -0.204
C (-1.4429, 3.2150, 3.8723)  -0.146
C (-0.1430, 3.2004, 3.3950)  -0.240
C (0.1705, 2.3596, 2.3364)  0.058
N (-0.7255, 1.5628, 1.7745)  -0.447
H (0.6320, -3.9336, 1.5421)  0.246
H (1.3814, -3.8753, -2.3528)  0.241
H (-0.0321, -4.0867, -4.4147)  0.226
H (-1.6926, -2.2734, -4.8795)  0.229
H (-1.8429, -0.3470, -3.3314)  0.247
H (-3.3758, -1.5393, 3.2198)  0.241
H (-3.4002, 2.3328, 3.6327)  0.245
H (-1.7237, 3.8617, 4.6888)  0.226
H (0.6205, 3.8311, 3.8238)  0.230
H (1.1787, 2.3296, 1.9344)  0.208
Se (1.0569, 2.0750, -0.8955)  0.284
C (2.7185, 2.2290, -1.8461)  -0.208
C (2.8949, 3.2850, -2.7395)  -0.265
C (4.1533, 3.4845, -3.2792)  0.044
N (5.1986, 2.7284, -2.9906)  -0.404
C (5.0255, 1.7179, -2.1561)  0.045
C (3.8093, 1.4133, -1.5591)  -0.269
H (2.0598, 3.9258, -2.9809)  0.232
H (4.3329, 4.2994, -3.9685)  0.199
H (5.9128, 1.1310, -1.9490)  0.200
H (3.7223, 0.5762, -0.8786)  0.234
O (-1.7694, 1.5210, -2.4513)  -0.500
N (-2.3579, 2.2411, -1.6566)  0.365
O (-2.0945, 2.1412, -0.4582)  -0.518



ORCA calculation (the ωB97M-V functional and the def2-TZVPD basis) on one molecule with the formula C23H14Cl4N4O in a non-equilibrium geometry.

Properties
* SMILES: O=C1CCC(c2c(-c3cccc(Cl)c3Cl)nc3ccccn23)=NN1c1c(Cl)cccc1Cl
* DFT total energy: -3019.77917 Ha
* energy relative to the best compared isomer or geometry (same formula, charge and spin): 75.0 kcal per mole
* charge: 0
* spin multiplicity: 1

Each line ends with the natural charge from an NBO analysis.
Cartesian coordinates (Å):
O (-2.5159, 2.0366, -2.6714)  -0.570
Cl (-1.8623, -4.5068, -2.3942)  0.002
Cl (0.7618, -2.9813, -1.3689)  0.010
Cl (0.1916, 0.1807, -3.7501)  0.070
Cl (0.1916, 4.5865, -0.5418)  0.069
N (0.9109, -2.1332, 2.8646)  -0.449
N (0.0028, 1.2163, -0.3121)  -0.254
C (-1.9790, 1.6598, -1.6279)  0.692
C (1.7148, -1.0796, 2.9233)  0.340
C (-0.5346, 0.2212, 0.3542)  0.222
C (2.8900, -0.8441, 3.8790)  -0.218
C (3.4940, 0.4391, 3.8881)  -0.205
C (3.0504, 1.3432, 2.8029)  -0.265
C (0.0816, -1.8682, 1.8102)  0.123
C (2.1239, 1.0099, 1.8137)  0.022
C (0.2930, -0.6175, 1.2028)  0.072
C (2.1764, 3.3675, -3.8158)  -0.186
C (-2.8531, -3.8049, 1.2628)  -0.188
C (-2.7298, -4.4607, 0.0796)  -0.249
C (1.5500, 2.2666, -4.2239)  -0.220
C (1.7014, 4.1296, -2.7949)  -0.223
C (-1.8605, -3.0563, 1.8642)  -0.186
C (-1.6275, -4.2292, -0.6583)  -0.025
C (-0.5336, -3.4075, -0.1520)  0.000
C (0.6154, 1.7401, -3.3639)  -0.037
C (0.6646, 3.7367, -1.9132)  -0.033
C (-0.7117, -2.8539, 1.2141)  -0.080
C (0.1653, 2.4375, -2.1924)  0.105
N (1.3939, -0.1561, 1.9133)  -0.317
N (-0.6224, 1.8345, -1.2851)  -0.321
C (-2.8029, 0.9118, -0.5762)  -0.512
C (-2.0846, -0.1327, 0.2753)  -0.458
H (3.1805, -1.6323, 4.6430)  0.245
H (4.3416, 0.8009, 4.5036)  0.234
H (3.2815, 2.3716, 2.8213)  0.219
H (1.8522, 1.7358, 1.0761)  0.245
H (3.0233, 3.7595, -4.2781)  0.219
H (-3.7791, -4.0757, 1.8200)  0.219
H (-3.6164, -4.9767, -0.2850)  0.241
H (1.8915, 1.6124, -5.0335)  0.232
H (2.1893, 5.0131, -2.5489)  0.214
H (-2.0625, -2.4050, 2.8177)  0.239
H (-3.6249, 0.5004, -1.1215)  0.247
H (-3.1861, 1.7031, 0.0897)  0.232
H (-2.6872, -0.2728, 1.2647)  0.246
H (-2.0592, -1.1199, -0.2750)  0.236



- What is the formula in the second record?
  C23H13N6O4OsS3